1.
Density functional theory data (ωB97M-V/def2-TZVPD) for a molecular structure, C46H39IN6O7RbSb in a non-equilibrium geometry.

Calculated values
* F_max: 1.3 eV/Å
* total charge: -2
* relative energy (zero: lowest compared OMol25 entry of this formula, charge and spin): 128.28 kJ/mol

Atoms and positions in Å:
Rb1 -0.5948 0.2067 0.0742
C1 2.3304 -2.7893 -1.7787
C2 2.1876 -2.1755 -3.1328
C3 1.5925 -2.8649 -4.1893
C4 1.4435 -2.2336 -5.4107
C5 1.9006 -0.9331 -5.5586
C6 2.5114 -0.3231 -4.4680
N1 2.6689 -0.9401 -3.3020
Sb1 3.4170 1.6292 -4.6479
C7 3.9934 1.7684 -2.5739
C8 5.3152 2.1078 -2.3207
C9 5.7429 2.1703 -1.0127
C10 4.8507 1.8531 -0.0179
C11 3.5329 1.5000 -0.3294
C12 2.6660 1.0755 0.8269
N2 3.1043 1.4886 -1.6080
C13 1.6776 2.8525 -4.4746
C14 0.4499 2.5635 -5.0375
C15 -0.5430 3.5308 -4.9560
C16 -0.2483 4.7265 -4.3154
C17 0.9864 4.8904 -3.7045
C18 1.2767 6.0846 -2.8412
N3 1.9578 3.9840 -3.8289
H1 2.3977 -3.8761 -1.8358
H2 1.4565 -2.5413 -1.1640
H3 3.2041 -2.3774 -1.2753
H4 1.2647 -3.8858 -4.0450
H5 0.9845 -2.7523 -6.2450
H6 1.7902 -0.4009 -6.4959
H7 5.9856 2.3280 -3.1424
H8 6.7670 2.4346 -0.7739
H9 5.1666 1.8538 1.0177
H10 3.2742 1.0576 1.7308
H11 2.2457 0.0805 0.6653
H12 1.8222 1.7606 0.9866
H13 0.2653 1.6164 -5.5275
H14 -1.5028 3.3734 -5.4207
H15 -0.9937 5.5071 -4.2425
H16 2.1911 6.5899 -3.1553
H17 1.4192 5.7463 -1.8130
H18 0.4441 6.7870 -2.8604
C19 0.6817 2.2028 4.5720
O1 -0.4672 3.0374 4.6617
C20 -1.4240 2.8777 3.6602
C21 -2.7319 2.8612 4.0909
C22 -3.7976 2.7727 3.1949
C23 -3.5222 2.6772 1.8447
C24 -2.2087 2.7017 1.3768
C25 -1.9119 2.7204 -0.0550
N4 -2.4196 2.0335 -1.0084
N5 -3.4504 1.1855 -0.7458
C26 -3.5284 0.0638 -1.4361
O2 -2.7078 -0.4121 -2.2633
C27 -4.7867 -0.7058 -1.1022
C28 -5.0479 -1.9085 -1.7512
C29 -6.1872 -2.6456 -1.4609
C30 -7.0871 -2.1919 -0.5081
C31 -6.8364 -0.9929 0.1490
C32 -5.6947 -0.2637 -0.1398
C33 -1.0842 2.8149 2.2640
O3 0.1137 2.8659 1.8151
H19 1.3763 2.5515 5.3390
H20 1.1380 2.2752 3.5874
H21 0.4183 1.1553 4.7704
H22 -2.9092 2.9291 5.1593
H23 -4.8200 2.7758 3.5540
H24 -4.3220 2.6395 1.1171
H25 -1.1086 3.3926 -0.3498
H26 -4.3358 -2.2660 -2.4850
H27 -6.3742 -3.5828 -1.9737
H28 -7.9715 -2.7710 -0.2668
H29 -7.5298 -0.6338 0.9009
H30 -5.4773 0.6548 0.3859
O4 0.3975 -4.0279 1.7595
C34 0.8787 -2.9084 2.0082
O5 1.0124 -1.9272 1.2341
C35 1.4390 -2.7152 3.4273
C36 0.9005 -3.4249 4.4906
C37 1.4109 -3.3147 5.7857
C38 2.4778 -2.4688 5.9578
O6 3.1817 -2.1891 7.1197
C39 4.0364 -1.1150 6.7755
O7 4.0788 -0.9904 5.3706
C40 3.0140 -1.7488 4.9046
C41 2.5173 -1.8487 3.6300
H31 0.0599 -4.0764 4.2963
H32 0.9906 -3.8643 6.6176
H33 5.0429 -1.3033 7.1614
H34 3.6530 -0.1812 7.2179
H35 2.9280 -1.2767 2.8088
I1 -2.9022 -3.3347 2.7661
C42 -2.2999 -3.7027 0.7832
C43 -2.4327 -4.9854 0.2769
C44 -2.0946 -5.1697 -1.0525
C45 -1.6447 -4.0870 -1.7926
C46 -1.5442 -2.8518 -1.1713
N6 -1.8937 -2.6644 0.0991
H36 -2.7881 -5.7974 0.8932
H37 -2.1921 -6.1474 -1.5097
H38 -1.3802 -4.1961 -2.8350
H39 -1.2347 -1.9705 -1.7169

These are the Mulliken partial charges, in e, on atoms 1 to 99: Rb 0.786; C -0.844; C 0.401; C -0.459; C -0.680; C -0.499; C 0.012; N -0.070; Sb 0.574; C 0.180; C -0.844; C -0.588; C -0.573; C 0.226; C 0.515; N 0.249; C 0.126; C -0.273; C -0.493; C -0.427; C 0.560; C -1.305; N -0.324; H 0.420; H -0.084; H 0.364; H 0.417; H 0.388; H 0.411; H 0.346; H 0.379; H 0.368; H 0.227; H -0.351; H -0.127; H 0.343; H 0.397; H 0.286; H 0.345; H 0.271; H 0.346; C -0.551; O -0.539; C 0.249; C -0.464; C -0.839; C -0.534; C 1.184; C -0.943; N -0.884; N 0.179; C 0.024; O -0.779; C 0.548; C -0.375; C -0.710; C -0.258; C -0.756; C 0.031; C 0.318; O -0.993; H 0.258; H 0.192; H 0.258; H 0.384; H 0.318; H 0.479; H 0.432; H 0.409; H 0.361; H 0.362; H 0.373; H 0.296; O -0.706; C -0.067; O -0.322; C 0.133; C -0.542; C -0.991; C 0.869; O -0.507; C -0.227; O -0.506; C 1.197; C -0.797; H 0.455; H 0.403; H 0.216; H 0.249; H 0.278; I 0.002; C -0.405; C -0.341; C -0.533; C -1.084; C -0.256; N 0.494; H 0.449; H 0.371

***

2.
Density functional theory data (ωB97M-V/def2-TZVPD) for a molecular structure, C46H39MnN8O2S4.

Calculated values
* F_max: 0.6 eV/Å
* multiplicity: 5
* total charge: +2
* relative energy (zero: lowest compared OMol25 entry of this formula, charge and spin): 24.96 kJ/mol

Atoms and positions in Å:
Mn1 0.8035 -0.2054 0.4810
N1 -0.8768 -0.9625 0.0522
S1 -2.1722 -1.2256 0.6999
N2 -2.1481 -1.5556 2.3033
S2 -2.4082 -0.6121 3.5085
N3 -1.7342 0.7714 3.6769
S3 -0.2180 1.1516 3.1869
N4 0.0765 1.0152 1.7624
C1 0.8706 0.2369 4.2529
C2 1.5868 0.8302 5.2798
C3 2.4606 0.0461 6.0240
C4 2.6127 -1.3008 5.7356
C5 1.9009 -1.8800 4.6896
C6 1.0319 -1.1096 3.9385
C7 -0.1646 2.8200 3.7518
C8 -0.7432 3.1922 4.9610
C9 -0.6540 4.5149 5.3543
C10 -0.0027 5.4407 4.5420
C11 0.5636 5.0505 3.3381
C12 0.4849 3.7254 2.9309
C13 -4.1242 -0.2252 3.7020
C14 -5.0017 -1.3005 3.7813
C15 -6.3533 -1.0414 3.9182
C16 -6.8056 0.2740 3.9734
C17 -5.9119 1.3321 3.8922
C18 -4.5522 1.0906 3.7556
C19 -2.0097 -1.6564 4.8832
C20 -1.8832 -3.0289 4.7397
C21 -1.5687 -3.7851 5.8578
C22 -1.3877 -3.1682 7.0891
C23 -1.5298 -1.7914 7.2161
C24 -1.8487 -1.0237 6.1091
C25 -2.9194 -2.6974 0.0574
C26 -2.8100 -3.9033 0.7326
C27 -3.2951 -5.0526 0.1287
C28 -3.8721 -4.9862 -1.1327
C29 -3.9602 -3.7723 -1.8028
C30 -3.4753 -2.6173 -1.2128
C31 -3.4067 0.0281 0.4596
C32 -4.7608 -0.2724 0.5639
C33 -5.6811 0.7459 0.3940
C34 -5.2451 2.0427 0.1386
C35 -3.8896 2.3266 0.0455
C36 -2.9546 1.3119 0.1977
H1 1.4838 1.8841 5.4955
H2 3.0292 0.4984 6.8260
H3 3.2976 -1.9021 6.3197
H4 2.0277 -2.9309 4.4586
H5 0.4878 -1.5532 3.1125
H6 -1.2537 2.4644 5.5775
H7 -1.0931 4.8287 6.2920
H8 0.0593 6.4749 4.8555
H9 1.0683 5.7741 2.7122
H10 0.9242 3.3900 1.9987
H11 -4.6389 -2.3225 3.7404
H12 -7.0547 -1.8624 3.9898
H13 -7.8641 0.4717 4.0868
H14 -6.2701 2.3523 3.9373
H15 -3.8412 1.9027 3.6887
H16 -2.0160 -3.4928 3.7715
H17 -1.4653 -4.8585 5.7668
H18 -1.1402 -3.7642 7.9583
H19 -1.3940 -1.3157 8.1786
H20 -1.9626 0.0497 6.1954
H21 -2.3554 -3.9466 1.7135
H22 -3.2235 -6.0014 0.6439
H23 -4.2523 -5.8862 -1.5979
H24 -4.4029 -3.7232 -2.7881
H25 -3.5278 -1.6699 -1.7371
H26 -5.0936 -1.2859 0.7546
H27 -6.7400 0.5278 0.4515
H28 -5.9708 2.8339 -0.0017
H29 -3.5573 3.3347 -0.1662
H30 -1.8935 1.5086 0.1120
N5 5.1840 6.2365 1.4695
C37 4.6905 5.0360 1.0457
C38 5.3907 3.8457 1.3129
C39 4.8941 2.6336 0.8963
C40 3.6721 2.5865 0.2268
C41 2.9549 3.7498 -0.0367
C42 3.4622 4.9661 0.3671
S4 3.0909 1.0691 -0.3536
O1 4.0573 0.4152 -1.1727
O2 1.7266 1.2878 -0.8915
N6 2.6812 0.1271 0.9182
C43 3.1114 -1.1854 0.9904
N7 4.3544 -1.5704 1.1859
C44 4.5301 -2.8903 1.2428
C45 3.4890 -3.8071 1.1213
C46 2.2229 -3.3016 0.9117
N8 2.0341 -1.9824 0.8429
H31 6.1477 6.2915 1.7475
H32 4.8092 7.0787 1.0687
H33 6.3394 3.8915 1.8347
H34 5.4517 1.7218 1.0816
H35 2.0192 3.6929 -0.5780
H36 2.9236 5.8791 0.1411
H37 5.5480 -3.2321 1.3929
H38 3.6689 -4.8708 1.1697
H39 1.3533 -3.9331 0.7788

These are the Mulliken partial charges, in e, on atoms 1 to 99: Mn -0.324; N -0.579; S 1.697; N 0.431; S 0.920; N 0.180; S 2.031; N 0.109; C 0.866; C -0.668; C -0.942; C -0.966; C -0.819; C 0.140; C -0.514; C 0.015; C -0.797; C -0.736; C -0.650; C -0.646; C 0.741; C -0.937; C -0.717; C -0.585; C -0.843; C -0.402; C 0.670; C -0.037; C -0.749; C -0.682; C -0.758; C -0.935; C 0.152; C -0.207; C -0.817; C -0.543; C -0.936; C -0.411; C 0.317; C -0.005; C -1.087; C -0.593; C -0.823; C -0.264; H 0.492; H 0.482; H 0.488; H 0.570; H 0.156; H 0.312; H 0.476; H 0.431; H 0.511; H 0.343; H 0.434; H 0.451; H 0.443; H 0.496; H 0.565; H 0.355; H 0.477; H 0.450; H 0.503; H 0.249; H 0.249; H 0.462; H 0.427; H 0.442; H 0.560; H 0.615; H 0.469; H 0.453; H 0.516; H 0.257; N -0.501; C 1.050; C -0.814; C -0.717; C -0.057; C -0.302; C -0.761; S 1.466; O -0.643; O -0.863; N 0.267; C 0.853; N -0.563; C -0.354; C -0.778; C -0.038; N -0.220; H 0.222; H 0.226; H 0.333; H 0.477; H 0.485; H 0.354; H 0.467; H 0.429

***

3.
Density functional theory data (ωB97M-V/def2-TZVPD) for a molecular structure, C46H40N4O3Rh.

Calculated values
* F_max: 0.1 eV/Å
* multiplicity: 5
* total charge: +1
* relative energy (zero: lowest compared OMol25 entry of this formula, charge and spin): 0.00 kJ/mol

Atoms and positions in Å:
Rh1 -0.4960 0.3766 0.1821
O1 0.6316 -0.0840 -1.2857
C1 1.1177 -1.4242 -1.3392
C2 2.2804 -1.4967 -0.3230
C3 1.9302 -1.4369 1.1437
C4 2.5867 -2.2729 2.0352
C5 2.2911 -2.2059 3.3852
C6 1.3537 -1.2888 3.8233
C7 0.7349 -0.4628 2.8985
C8 -0.2700 0.5633 3.3319
C9 -1.7209 0.2144 2.9374
O2 -1.8447 0.1748 1.5234
C10 -2.6999 1.2917 3.3995
C11 -2.3036 2.4630 4.0322
C12 -3.2463 3.4215 4.3898
C13 -4.5876 3.2202 4.1101
C14 -4.9889 2.0509 3.4731
C15 -4.0521 1.0940 3.1244
C16 -2.0573 -1.1502 3.5259
C17 -2.0319 -2.2933 2.7385
C18 -2.2437 -3.5398 3.3138
C19 -2.4756 -3.6532 4.6759
C20 -2.5033 -2.5109 5.4657
C21 -2.2966 -1.2661 4.8922
N1 1.0222 -0.5498 1.5890
C22 -0.0243 -2.3775 -1.0020
C23 -1.3038 -2.0949 -1.4848
C24 -2.3668 -2.9455 -1.2138
C25 -2.1619 -4.1021 -0.4766
C26 -0.8889 -4.4039 -0.0149
C27 0.1711 -3.5466 -0.2729
C28 1.6835 -1.6758 -2.7342
C29 1.6009 -2.9210 -3.3432
C30 2.1775 -3.1305 -4.5896
C31 2.8373 -2.0983 -5.2359
C32 2.9188 -0.8499 -4.6327
C33 2.3472 -0.6409 -3.3883
H1 2.9455 -0.6633 -0.5669
H2 2.8555 -2.4043 -0.5069
H3 3.3190 -2.9754 1.6615
H4 2.7858 -2.8644 4.0869
H5 1.0839 -1.2117 4.8678
H6 0.0026 1.5330 2.9122
H7 -0.2256 0.6534 4.4163
H8 -1.2618 2.6554 4.2569
H9 -2.9248 4.3267 4.8903
H10 -5.3206 3.9650 4.3905
H11 -6.0356 1.8846 3.2551
H12 -4.3641 0.1794 2.6345
H13 -1.8568 -2.2132 1.6729
H14 -2.2305 -4.4246 2.6901
H15 -2.6434 -4.6248 5.1214
H16 -2.6969 -2.5895 6.5276
H17 -2.3377 -0.3747 5.5094
H18 -1.4575 -1.2268 -2.1150
H19 -3.3513 -2.7119 -1.5973
H20 -2.9876 -4.7715 -0.2738
H21 -0.7157 -5.3129 0.5467
H22 1.1565 -3.8086 0.0899
H23 1.0775 -3.7344 -2.8567
H24 2.1020 -4.1037 -5.0564
H25 3.2819 -2.2619 -6.2084
H26 3.4260 -0.0369 -5.1353
H27 2.3977 0.3376 -2.9283
C34 0.3557 1.9175 6.7541
C35 0.9962 2.9016 5.8129
C36 2.0361 2.5283 4.9677
C37 2.6541 3.4457 4.1292
C38 2.2195 4.7641 4.1064
N2 2.8501 5.7512 3.2978
C39 3.4447 5.5574 2.0717
O3 4.3979 6.1983 1.6960
N3 2.8813 4.5740 1.2575
C40 1.5301 4.2131 1.1811
C41 0.4854 5.0680 1.5270
C42 -0.8176 4.6236 1.4116
C43 -1.0593 3.3442 0.9456
N4 -0.0573 2.5302 0.6052
C44 1.2054 2.9438 0.7258
C45 1.1665 5.1484 4.9294
C46 0.5726 4.2287 5.7776
H28 0.8137 0.9315 6.6683
H29 -0.7153 1.8176 6.5595
H30 0.4643 2.2421 7.7898
H31 2.3968 1.5054 4.9863
H32 3.4888 3.1429 3.5098
H33 3.2640 6.5326 3.7851
H34 3.4470 4.4116 0.4379
H35 0.7018 6.0669 1.8802
H36 -1.6489 5.2605 1.6787
H37 -2.0625 2.9467 0.8647
H38 1.9810 2.2351 0.4590
H39 0.8257 6.1768 4.9122
H40 -0.2322 4.5494 6.4295

Let us look at the Mulliken charges, expressed in e, one per atom: Rh 0.959; O -1.117; C 2.725; C -2.001; C 0.321; C -0.724; C -1.131; C -0.854; C -0.732; C -0.346; C 5.245; O -0.884; C -0.796; C 0.556; C -1.273; C -0.649; C -0.869; C -0.718; C -0.811; C 0.094; C -0.430; C -0.785; C -0.916; C -0.452; N 1.864; C -0.066; C -0.253; C -1.033; C -0.540; C -1.153; C 0.004; C -0.460; C -0.162; C -0.969; C -0.515; C -0.849; C -0.284; H 0.654; H 0.463; H 0.537; H 0.494; H 0.597; H -0.721; H 0.133; H 0.355; H 0.506; H 0.445; H 0.444; H 0.521; H -0.079; H 0.395; H 0.426; H 0.451; H 0.392; H 0.658; H 0.459; H 0.444; H 0.518; H 0.557; H 0.399; H 0.433; H 0.398; H 0.414; H 0.385; C -1.452; C 0.411; C -0.082; C -0.374; C 0.065; N -0.112; C 0.168; O -0.643; N -0.072; C -0.369; C -0.003; C -0.923; C -0.520; N -0.082; C -0.249; C -0.463; C -0.568; H 0.286; H 0.176; H 0.494; H 0.332; H 0.537; H 0.268; H 0.266; H 0.562; H 0.483; H 0.603; H 0.645; H 0.428; H 0.518

***

4.
Density functional theory data (ωB97M-V/def2-TZVPD) for a molecular structure, C46H41N6O2PSTi in a non-equilibrium geometry.

Calculated values
* F_max: 1.6 eV/Å
* multiplicity: 2
* total charge: +1
* relative energy (zero: lowest compared OMol25 entry of this formula, charge and spin): 275.79 kJ/mol

Atoms and positions in Å:
Ti1 1.4229 -0.2064 -0.3814
C1 0.6382 -3.0402 4.1830
C2 1.4848 -3.8382 3.4260
C3 1.7431 -3.5442 2.0986
C4 1.1550 -2.4289 1.4901
C5 0.3413 -1.6051 2.2828
C6 0.0811 -1.9100 3.6065
N1 1.3884 -2.0397 0.1738
C7 1.9977 -2.8619 -0.7849
C8 1.8193 -4.2271 -0.9875
C9 2.4450 -4.8520 -2.0561
C10 3.2686 -4.1486 -2.9227
C11 3.5105 -2.7998 -2.7071
C12 2.8814 -2.1727 -1.6507
N2 3.0616 -0.8530 -1.1905
N3 4.2117 -0.5477 -0.6312
C13 4.0594 0.1171 0.5262
C14 5.1798 0.5124 1.2799
C15 4.9990 0.9188 2.5761
C16 3.7076 0.9372 3.1226
C17 2.6450 0.6041 2.3207
N4 2.7859 0.2303 1.0374
H1 0.4170 -3.2923 5.2109
H2 1.9588 -4.6960 3.8847
H3 2.4219 -4.1673 1.5331
H4 -0.0947 -0.7107 1.8434
H5 -0.5619 -1.2591 4.1868
H6 1.1750 -4.7870 -0.3251
H7 2.2805 -5.9089 -2.2205
H8 3.7438 -4.6554 -3.7509
H9 4.1758 -2.2347 -3.3462
H10 6.1533 0.4428 0.8182
H11 5.8476 1.2035 3.1829
H12 3.5435 1.2142 4.1531
H13 1.6319 0.6266 2.6959
C18 1.6235 4.7828 2.5357
C19 0.0979 4.7145 2.4825
C20 -0.4658 4.9171 1.0765
C21 -0.4301 3.4138 3.1253
C22 -1.7497 3.7097 3.8480
O1 -2.6257 2.6912 3.3973
C23 -1.9902 1.9823 2.4359
N5 -0.7674 2.2857 2.2043
C24 -2.9383 1.0149 1.8273
C25 -4.1647 0.9928 2.5126
C26 -5.2632 0.3194 2.0285
C27 -5.1761 -0.3306 0.8139
C28 -3.9704 -0.3719 0.1490
C29 -2.8184 0.2525 0.6377
P1 -1.3111 -0.1154 -0.3813
C30 -2.0273 0.4078 -1.9987
C31 -1.9208 1.7679 -2.2910
C32 -2.4443 2.2803 -3.4682
C33 -3.0648 1.4356 -4.3762
C34 -3.1814 0.0840 -4.0892
C35 -2.6766 -0.4297 -2.9020
C36 -1.5894 -1.9462 -0.4469
C37 -1.1641 -2.6991 -1.5433
C38 -1.4263 -4.0578 -1.6082
C39 -2.0729 -4.6980 -0.5613
C40 -2.4459 -3.9717 0.5566
C41 -2.2058 -2.6067 0.6151
H14 1.9781 5.6940 2.0545
H15 2.0707 3.9321 2.0343
H16 1.9697 4.7876 3.5710
H17 -0.2713 5.5333 3.1088
H18 -0.3157 4.0197 0.4857
H19 0.0435 5.7433 0.5814
H20 -1.5349 5.1423 1.1113
H21 0.3210 3.0505 3.8323
H22 -2.1722 4.6740 3.5585
H23 -1.6704 3.6604 4.9325
H24 -4.2416 1.5352 3.4423
H25 -6.1909 0.3211 2.5840
H26 -6.0428 -0.8208 0.3908
H27 -3.9058 -0.9237 -0.7774
H28 -1.4362 2.4273 -1.5783
H29 -2.3766 3.3409 -3.6729
H30 -3.4679 1.8316 -5.2991
H31 -3.6769 -0.5841 -4.7822
H32 -2.8000 -1.4806 -2.6880
H33 -0.6347 -2.2186 -2.3530
H34 -1.1109 -4.6196 -2.4776
H35 -2.2694 -5.7609 -0.6155
H36 -2.9375 -4.4640 1.3855
H37 -2.5132 -2.0534 1.4917
O2 0.7464 -0.2322 -2.1741
N6 0.9572 0.6018 -3.1881
C42 0.4390 0.3078 -4.3959
C43 0.6208 1.1540 -5.4505
C44 1.3476 2.3365 -5.2600
C45 1.8538 2.6251 -4.0179
C46 1.6561 1.7401 -2.9461
S1 2.2152 2.0197 -1.3690
H38 -0.1221 -0.6124 -4.4627
H39 0.2035 0.9046 -6.4139
H40 1.5085 3.0143 -6.0868
H41 2.4094 3.5279 -3.8137

Let us look at the Mulliken charges, expressed in e, one per atom: Ti -1.535; C -0.869; C -0.942; C -0.408; C 0.227; C 1.322; C -1.058; N 1.720; C 0.521; C -0.315; C -0.963; C -0.836; C -0.693; C -0.237; N 1.278; N -1.291; C 0.439; C -0.878; C -0.280; C -1.086; C -0.023; N 0.474; H 0.458; H 0.449; H 0.631; H -0.948; H 0.579; H 0.684; H 0.466; H 0.435; H 0.550; H 0.558; H 0.441; H 0.499; H 0.296; C -1.473; C 0.329; C -1.375; C 0.110; C -0.997; O -0.455; C 0.296; N -0.044; C 0.313; C -1.164; C -0.897; C -1.038; C -0.322; C 1.253; P 1.701; C 1.158; C -0.679; C -0.681; C -0.689; C -0.958; C -0.411; C 1.004; C -0.676; C -0.815; C -1.036; C -0.842; C -0.652; H 0.422; H 0.181; H 0.407; H 0.355; H 0.149; H 0.491; H 0.319; H 0.495; H 0.424; H 0.313; H 0.582; H 0.424; H 0.464; H 0.344; H 0.585; H 0.513; H 0.436; H 0.466; H 0.405; H 0.447; H 0.503; H 0.417; H 0.485; H 0.416; O 0.434; N 0.238; C -0.383; C -1.020; C -0.274; C -1.018; C 0.787; S -0.422; H 0.558; H 0.493; H 0.427; H 0.509